Record 1
The following is a quantum chemistry calculation of C25H24BrNO2Tl as an isolated structure, from the Open Molecules 2025 dataset.

Values from the calculation:
Net charge = -1
LUMO (alpha / beta) = 0.92 / 1.02 eV
DFT total energy = -3918.76735 hartree

```
54
Properties=species:S:1:pos:R:3:forces:R:3
Tl 0.209 0.870 -2.480 -0.2 0.4 0.8
Br 0.589 -1.410 -3.934 0.0 -0.6 -0.1
O 0.093 2.062 0.635 -0.4 -1.2 0.4
O -0.177 -0.178 0.455 -0.4 1.1 0.6
N -0.419 -1.322 3.115 -0.9 -0.3 0.7
C -0.991 0.966 2.428 -0.3 0.0 0.6
C -3.107 1.010 -0.952 -0.3 0.3 -2.2
C -2.479 2.226 3.916 0.2 0.0 0.1
C -1.150 -0.152 3.280 -0.3 0.4 -0.1
C -0.313 0.700 -7.409 0.2 -2.8 -0.2
C 3.161 -0.739 2.354 0.0 -0.5 -0.3
C 2.374 -2.740 1.237 -0.1 0.0 0.3
C 1.777 0.787 -6.435 -1.0 1.8 -0.5
C -0.285 0.932 1.072 0.9 0.6 -1.4
C 0.682 1.581 -6.880 2.5 -0.7 1.1
C 3.390 -1.816 1.494 -0.1 0.0 -0.1
C -2.073 -0.101 4.347 -0.1 0.3 0.1
C -2.941 -0.187 -0.199 -0.2 -0.1 -0.2
C 1.911 -0.569 2.973 0.0 -0.7 -0.5
C -1.609 2.163 2.825 -0.5 -0.2 0.1
C 1.126 -2.575 1.825 0.5 0.1 -0.1
C 1.744 0.544 3.945 0.0 0.5 0.3
C 1.472 -0.580 -6.700 -0.3 0.2 0.0
C -3.152 0.652 -2.336 -0.2 1.8 2.7
C 0.877 -1.468 2.651 0.6 -0.3 -0.6
C 4.273 0.236 2.610 0.2 0.2 0.0
C -2.722 1.083 4.683 0.0 0.1 -0.5
C 0.174 -0.632 -7.291 -1.2 1.5 -0.6
C -2.873 -1.285 -1.106 -0.2 0.3 -2.1
C -3.001 -0.764 -2.428 0.2 -2.2 2.3
H -2.972 3.170 4.164 0.2 -0.3 -0.1
H -2.277 -0.989 4.947 0.3 0.1 -0.1
H 4.370 -1.928 1.013 -0.4 0.1 0.2
H -0.347 -1.540 -7.592 0.1 0.3 0.1
H -3.042 -1.347 -3.335 0.2 0.0 0.0
H 2.551 -3.587 0.572 0.0 0.3 0.1
H 3.988 1.248 2.301 0.0 -0.1 0.1
H 4.547 0.282 3.670 -0.1 0.0 -0.1
H 2.698 1.150 -5.982 -0.3 -0.1 -0.1
H -1.275 0.994 -7.825 0.3 -0.1 0.1
H -3.360 1.328 -3.155 0.1 0.0 0.1
H -2.772 -2.330 -0.827 0.1 0.3 -0.1
H 2.112 -1.433 -6.491 -0.2 0.3 -0.1
H 2.532 0.522 4.704 0.1 0.0 -0.1
H -3.409 1.138 5.534 0.2 -0.2 -0.3
H 0.313 -3.272 1.603 0.2 0.3 0.0
H 0.796 0.514 4.473 0.0 0.0 0.0
H -0.943 -2.168 3.296 0.3 0.1 -0.1
H -2.971 -0.259 0.886 0.2 0.0 -0.3
H -3.236 2.009 -0.536 0.2 -0.3 -0.2
H 1.813 1.510 3.433 -0.1 0.0 0.1
H 0.611 2.666 -6.830 0.1 -0.3 0.0
H 5.178 -0.032 2.055 -0.2 0.0 0.0
H -1.467 3.061 2.227 0.1 -0.3 -0.1
```
Forces are in eV/Å.

***

Record 2
The following is a quantum chemistry calculation of C25H24Cl2FeN4O2S2 as an isolated structure, from the Open Molecules 2025 dataset.

Values from the calculation:
Net charge = +1
2S+1 = 2
<S²> = 0.80
LUMO (alpha / beta) = -4.60 / -3.80 eV
DFT total energy = -4316.82568 hartree

```
60
Properties=species:S:1:pos:R:3:forces:R:3
Fe -0.904 -0.166 0.586 0.4 0.4 0.1
Cl 0.625 -4.735 -1.461 0.0 0.0 0.0
Cl -2.559 -0.427 -1.035 0.2 0.1 -0.1
S -0.204 -2.110 0.087 -0.1 -0.3 0.2
S 1.403 0.543 1.644 -0.1 -0.2 0.3
O 1.705 1.810 2.221 0.0 0.0 0.0
O 0.209 -0.208 2.190 0.1 0.0 0.0
N 0.735 0.635 0.184 -0.4 0.1 -0.4
N 6.103 -2.914 2.064 0.0 0.0 0.0
N 0.609 0.837 -2.097 0.0 0.0 0.0
N 2.595 1.440 -0.926 0.0 0.0 0.1
C -1.042 -2.607 -1.364 0.1 0.0 0.0
C -1.385 3.603 -0.982 0.0 0.0 0.0
C 5.146 -0.741 1.725 0.0 0.0 0.0
C 4.039 0.064 1.625 0.0 -0.1 0.0
C 1.350 0.986 -1.004 0.1 0.0 -0.1
C -2.125 2.727 -0.012 0.0 -0.1 0.0
C -2.093 -1.880 -1.887 0.0 0.0 -0.1
C -1.358 -4.164 -3.188 0.0 0.0 0.0
C -0.680 -3.770 -2.048 0.0 0.0 -0.1
C 3.720 -2.662 2.115 0.0 0.0 0.0
C -2.212 1.586 2.150 -0.2 0.0 -0.1
C -3.434 2.328 -0.253 0.0 0.1 0.0
C 5.008 -2.120 1.970 0.0 0.0 0.0
C -1.700 1.439 3.556 0.0 0.0 0.0
C -2.791 -2.240 -3.023 0.0 0.0 0.0
C -4.126 1.517 0.644 0.0 0.0 0.1
C -1.521 2.339 1.189 0.1 -0.1 0.1
C 2.765 -0.500 1.752 0.1 0.1 0.0
C 2.607 -1.862 2.006 0.1 0.0 0.0
C -3.494 1.128 1.822 0.0 0.0 0.0
C 1.196 1.192 -3.236 0.0 0.0 -0.1
C 2.489 1.687 -3.289 0.0 0.0 0.0
C -2.411 -3.401 -3.675 0.0 0.0 0.0
C 3.155 1.790 -2.080 0.0 0.0 0.0
C -5.536 1.082 0.359 0.0 0.0 0.0
H 6.137 -0.314 1.629 0.0 0.0 0.0
H 4.139 1.125 1.449 0.0 0.0 0.0
H -5.759 1.130 -0.706 0.0 0.0 0.0
H 6.014 -3.879 2.321 0.0 0.0 0.0
H 2.951 1.974 -4.221 0.0 0.0 0.0
H -0.657 1.729 3.641 0.0 0.0 0.0
H -1.056 -5.071 -3.691 0.0 0.0 0.0
H -3.606 -1.628 -3.384 0.0 0.0 0.0
H -1.701 3.414 -2.007 0.0 0.0 0.0
H 0.605 1.073 -4.137 0.0 0.0 0.0
H -6.245 1.732 0.875 0.0 0.0 0.0
H -1.813 0.421 3.927 0.0 0.0 0.0
H 1.622 -2.280 2.149 0.0 0.0 0.0
H -3.922 2.637 -1.171 0.0 0.0 0.0
H 4.171 2.164 -2.024 0.0 0.0 0.0
H -1.580 4.654 -0.758 0.0 0.0 0.0
H -0.309 3.445 -0.914 0.0 0.0 0.0
H 3.608 -3.717 2.328 0.0 0.0 0.0
H -0.534 2.716 1.431 0.0 0.0 0.0
H -5.714 0.065 0.708 0.0 0.0 0.0
H -2.288 2.095 4.201 0.0 0.0 0.0
H -2.936 -3.714 -4.567 0.0 0.0 0.0
H 7.025 -2.519 2.048 0.0 0.0 0.0
H -4.036 0.523 2.542 0.0 0.0 0.0
```
Forces are in eV/Å.

***

Record 3
The following is a quantum chemistry calculation of C25H24ClN2OPdSe2Si as an isolated structure, from the Open Molecules 2025 dataset.

Values from the calculation:
Net charge = +1
2S+1 = 5
<S²> = 6.04
LUMO (alpha / beta) = -3.39 / -5.25 eV
DFT total energy = -6832.03456 hartree

```
57
Properties=species:S:1:pos:R:3:forces:R:3
Pd -0.787 0.852 1.610 -0.1 0.0 0.4
Se -0.649 -2.472 -0.273 0.0 0.0 -0.1
Se 1.102 -0.743 1.353 0.1 -0.1 0.2
Cl -6.427 -2.163 -1.868 0.0 0.0 0.0
Si 2.936 -0.049 0.099 -0.1 0.0 -0.1
O -2.291 -0.525 1.929 -0.1 0.1 -0.1
N -1.985 1.845 0.217 0.1 0.1 -0.2
N 0.274 2.747 1.416 0.0 0.0 0.0
C -1.657 5.283 -1.244 0.0 0.0 0.0
C -0.334 3.575 0.517 0.0 0.0 0.0
C 0.582 -6.218 -1.410 0.0 0.0 0.0
C -2.185 4.006 -0.963 0.0 0.0 0.0
C -4.983 -2.344 0.423 0.0 0.0 0.0
C -0.120 -5.035 -1.289 0.0 0.0 0.0
C 0.190 4.851 0.233 0.0 0.0 0.0
C 4.189 0.537 1.343 0.1 0.0 0.0
C 3.534 -1.557 -0.810 0.0 0.0 0.0
C -4.025 -1.939 1.307 0.0 0.0 0.0
C -0.492 5.699 -0.672 0.0 0.0 0.0
C -2.894 1.212 -0.457 -0.1 -0.1 0.1
C -4.496 -0.491 -1.014 0.0 0.0 0.0
C 2.391 1.305 -1.063 0.0 0.0 0.0
C 1.372 3.137 2.019 0.0 0.0 0.0
C -5.214 -1.618 -0.761 0.0 0.0 0.0
C -3.494 -0.035 -0.116 0.0 0.1 0.0
C 1.710 -6.440 -0.627 0.0 0.0 0.0
C -1.531 3.138 -0.128 0.0 -0.1 0.0
C 1.463 -4.282 0.400 0.0 0.0 0.0
C -3.220 -0.790 1.072 0.1 0.0 0.0
C 1.379 5.236 0.893 0.0 0.0 0.0
C 1.970 4.386 1.782 0.0 0.0 0.0
C 0.325 -4.052 -0.389 0.0 0.0 0.0
C 2.145 -5.477 0.280 0.0 0.0 0.0
H 1.802 6.211 0.687 0.0 0.0 0.0
H 3.880 -2.328 -0.119 0.0 0.0 0.0
H 3.823 1.380 1.932 0.0 0.0 0.0
H -3.841 -2.495 2.216 0.0 0.0 0.0
H 1.789 -3.528 1.104 0.0 0.0 0.0
H 1.398 1.103 -1.468 0.0 0.0 0.0
H 3.086 1.382 -1.903 0.0 0.0 0.0
H -5.574 -3.229 0.623 0.0 0.0 0.0
H 4.471 -0.266 2.025 0.0 0.0 0.0
H -2.196 5.936 -1.916 0.0 0.0 0.0
H 1.806 2.441 2.729 0.0 0.0 0.0
H -4.694 0.081 -1.912 0.0 0.0 0.0
H 2.252 -7.372 -0.718 0.0 0.0 0.0
H 4.374 -1.284 -1.454 0.0 0.0 0.0
H 2.362 2.275 -0.563 0.0 0.0 0.0
H -0.084 6.679 -0.882 0.0 0.0 0.0
H 3.016 -5.663 0.893 0.0 0.0 0.0
H 2.875 4.656 2.309 0.0 0.0 0.0
H 5.092 0.860 0.819 0.0 0.0 0.0
H -3.130 3.730 -1.409 0.0 0.0 0.0
H 2.754 -1.986 -1.442 0.0 0.0 0.0
H -1.006 -4.859 -1.884 0.0 0.0 0.0
H 0.248 -6.974 -2.108 0.0 0.0 0.0
H -3.278 1.671 -1.368 0.0 0.0 0.0
```
Forces are in eV/Å.

***

Record 4
The following is a quantum chemistry calculation of C25H25AsCsN3O6S2 as an isolated structure, from the Open Molecules 2025 dataset.

Values from the calculation:
Net charge = -2
LUMO = 3.27 eV
DFT total energy = -4635.62981 hartree

```
63
Properties=species:S:1:pos:R:3:forces:R:3
Cs 0.342 -0.684 0.111 -2.4 3.5 1.9
As 0.096 -3.658 -1.121 -0.7 -0.8 -0.8
S -5.173 3.819 -3.695 -0.1 0.1 0.0
S 3.148 -1.982 0.034 1.0 -0.4 0.0
O -0.241 -3.586 0.646 -0.1 -0.1 -0.6
O 4.542 -1.731 0.348 0.2 0.1 0.1
O 2.280 -2.055 1.200 0.8 -0.6 0.4
O -0.794 -4.939 -1.679 0.2 0.2 0.1
O -0.214 -2.171 -1.793 -0.1 -1.6 -1.0
O 2.611 -1.127 -1.013 1.3 -0.2 -0.6
N -0.616 1.639 2.838 -0.1 -0.1 0.1
N -3.256 4.652 -7.774 0.1 0.0 -0.1
N -1.555 2.046 -1.579 0.3 0.0 0.1
C -3.767 3.130 -2.838 0.0 0.0 -0.2
C 1.966 -4.257 -1.149 0.2 0.1 0.1
C -2.470 1.261 -2.131 -0.1 -0.1 0.0
C -3.845 3.490 -7.509 -0.1 0.0 0.3
C -3.499 -0.354 4.104 -0.1 -0.1 -0.1
C -2.828 3.956 -2.241 0.2 0.1 0.1
C -4.426 4.147 -5.288 0.0 -0.1 0.3
C 4.352 -4.294 -0.750 -0.2 0.1 -0.1
C -1.733 3.361 -1.624 -0.3 0.0 -0.1
C -3.819 5.361 -5.555 0.2 0.3 -0.2
C 3.131 -3.629 -0.670 -0.2 -0.4 -0.2
C -3.247 5.564 -6.807 -0.1 -0.1 0.3
C 2.068 -5.526 -1.714 0.2 0.0 0.1
C 0.578 2.219 3.388 0.1 0.0 0.1
C -4.515 -1.218 3.696 0.1 0.0 -0.1
C -3.601 1.759 -2.775 0.1 -0.2 0.1
C -3.394 -1.409 1.573 0.1 0.0 0.0
C -1.497 2.638 2.292 -0.1 0.0 -0.1
C 4.434 -5.562 -1.310 0.1 0.0 0.0
C 3.295 -6.175 -1.798 -0.1 0.0 0.0
C -2.442 -0.059 3.243 0.4 0.2 -0.1
C -2.322 -0.552 1.923 -0.7 -0.2 0.2
C -1.296 0.789 3.808 -0.1 0.0 -0.1
C -4.443 3.192 -6.288 0.1 -0.2 -0.3
C -4.453 -1.761 2.415 0.1 0.2 0.2
H -3.790 6.139 -4.803 0.0 0.0 0.0
H -2.946 5.032 -2.249 0.0 0.0 0.0
H -4.905 2.228 -6.120 0.0 0.0 0.0
H -1.851 3.353 3.066 0.0 0.0 0.0
H -1.668 1.409 4.652 0.0 0.0 0.0
H 1.256 1.430 3.720 0.0 0.0 0.0
H -2.356 2.139 1.843 0.0 0.0 0.0
H -5.229 -2.449 2.084 0.0 0.0 0.0
H 1.094 2.809 2.626 0.0 0.0 0.0
H -1.192 -3.779 0.637 0.1 0.0 0.4
H 1.155 -5.989 -2.068 0.0 0.0 0.0
H -0.533 0.120 4.221 0.0 0.0 0.0
H -3.539 0.075 5.107 0.0 0.0 0.0
H 5.229 -3.786 -0.374 0.0 0.0 0.0
H -4.327 1.086 -3.209 0.0 0.0 0.0
H -0.977 3.971 -1.143 0.0 0.0 0.0
H -3.840 2.751 -8.303 0.0 0.0 0.0
H 5.394 -6.065 -1.362 0.0 0.0 0.0
H -3.398 -1.855 0.572 0.0 0.0 0.0
H 3.353 -7.163 -2.241 0.0 0.0 0.0
H -5.334 -1.464 4.366 0.0 0.0 0.0
H -2.760 6.506 -7.034 0.0 0.0 0.0
H -0.979 3.208 1.514 0.0 0.0 0.0
H 0.379 2.888 4.254 0.0 0.0 0.0
H -2.290 0.191 -2.060 0.0 0.0 0.0
```
Forces are in eV/Å.